w | Molecular formula: C11H12N2O2
Method: DFT, ωB97M-V/def2-TZVPD

Computed properties:
Structure (SMILES): N[C@@H](Cc1c[nH]c2ccccc12)C(=O)O
Charge: 0
Orbital gap in eV: 8.8

Each line ends with the Löwdin charge.
Positions of all 27 atoms, in Å:
C -2.599 0.150 -0.346  -0.31
C -2.138 -1.023 0.488  -0.48
C -1.501 0.491 -1.396  -0.09
C -0.179 0.896 -0.757  -0.15
C 0.146 2.128 -0.212  -0.05
C 0.967 0.053 -0.459  -0.12
C 1.906 0.849 0.232  -0.22
C 1.279 -1.318 -0.676  -0.03
C 3.221 0.405 0.526  -0.02
C 2.513 -1.795 -0.267  -0.10
C 3.490 -0.933 0.301  -0.10
H -2.101 1.537 1.069  0.07
H -3.704 1.110 1.047  0.09
H -3.487 -0.040 -0.922  0.14
H -1.871 1.310 -1.977  0.11
H -1.317 -0.308 -2.125  0.12
H -0.399 3.057 -0.200  0.12
H 1.943 2.924 0.619  0.16
H 0.565 -1.978 -1.175  0.10
H 3.892 1.131 0.983  0.11
H 2.726 -2.814 -0.462  0.08
H 4.417 -1.388 0.653  0.10
H -1.610 -2.844 0.361  0.14
N -2.898 1.329 0.458  0.05
N 1.394 2.108 0.387  0.08
O -1.982 -1.012 1.699  0.10
O -1.912 -2.134 -0.247  0.09

=====

x | Molecular formula: C11H12N2O2
Method: DFT, ωB97M-V/def2-TZVPD

Computed properties:
Structure (SMILES): N[C@@H](Cc1c[nH]c2ccccc12)C(=O)O
Charge: 0
Orbital gap in eV: 8.7

Each line ends with the Löwdin charge.
Positions of all 27 atoms, in Å:
C 2.234 0.747 0.131  -0.36
C 2.791 -0.515 0.910  -0.49
C 1.335 0.411 -0.962  -0.12
C 0.028 -0.376 -0.633  -0.13
C -0.051 -1.727 -0.495  -0.06
C -1.246 0.102 -0.093  -0.14
C -2.105 -1.013 0.128  -0.18
C -1.851 1.326 -0.053  -0.04
C -3.440 -0.884 0.553  -0.02
C -3.162 1.498 0.434  -0.10
C -3.892 0.389 0.860  -0.11
H 3.776 1.993 0.789  0.09
H 4.121 1.487 -0.784  0.11
H 1.656 1.251 0.922  0.15
H 1.915 -0.382 -1.648  0.15
H 1.097 1.262 -1.639  0.13
H 0.619 -2.552 -0.878  0.15
H -1.744 -2.809 -0.702  0.10
H -1.430 2.193 -0.619  0.13
H -3.939 -1.824 0.777  0.11
H -3.699 2.436 0.453  0.09
H -4.878 0.543 1.343  0.11
H 3.678 -1.153 -0.731  0.07
N 3.328 1.704 -0.092  0.04
N -1.341 -2.118 -0.217  0.07
O 2.613 -0.657 2.066  0.14
O 3.585 -1.331 0.179  0.12

=====

w comes first in stability; the runner-up is 42.9 kcal/mol higher.

=====

w | Molecular formula: C5H14
Method: DFT, ωB97M-V/def2-TZVPD

Computed properties:
2S+1: 2
Charge: -1
Orbital gap (spin up / spin down) in eV: 2.7 / 11.8

Each line ends with the Mulliken spin population.
Positions of all 19 atoms, in Å:
C 0.749 0.359 1.157  -0.37
C -0.283 0.032 2.225  1.69
C 2.201 0.222 1.552  1.05
H 0.544 -0.178 0.253  0.56
H 0.545 1.391 0.841  -0.46
H -0.246 0.796 3.006  -0.31
H 2.473 -0.822 1.706  -0.38
H 2.863 0.628 0.779  -0.03
H 2.416 0.792 2.460  -0.28
H -1.301 -0.003 1.824  -0.36
H -0.116 -0.929 2.718  -0.41
C -1.952 -0.009 -2.409  0.75
C -0.528 -0.554 -2.216  0.01
H -1.871 1.015 -2.783  -0.12
H -2.483 -0.540 -3.202  -0.16
H -2.484 0.003 -1.460  -0.36
H 0.149 -0.207 -2.996  -0.14
H -0.482 -1.649 -2.250  -0.29
H -0.196 -0.346 -1.204  0.61

=====

x | Molecular formula: C5H14
Method: DFT, ωB97M-V/def2-TZVPD

Computed properties:
2S+1: 2
Charge: -1
Orbital gap (spin up / spin down) in eV: 2.7 / 11.4

Each line ends with the Mulliken spin population.
Positions of all 19 atoms, in Å:
C 2.427 0.247 1.041  1.07
C 2.341 -1.224 0.617  0.06
H 1.965 0.899 0.347  -0.32
H 1.987 0.357 2.046  -0.17
H 3.542 0.441 1.041  -0.24
H 3.131 -1.943 0.452  -0.45
H 1.722 -1.146 -0.274  0.50
H 1.683 -1.813 1.272  -0.06
C -1.759 0.897 -0.839  0.17
C -2.866 0.155 -0.098  0.74
C -0.565 0.023 -1.104  1.05
H -1.376 1.731 -0.108  -0.05
H -2.131 1.660 -1.558  -0.59
H -2.434 -0.583 0.582  -0.12
H -3.421 0.847 0.577  -0.10
H 0.378 0.599 -1.223  0.11
H -0.572 -0.518 -2.034  -0.48
H -3.777 -0.237 -0.578  -0.26
H -0.278 -0.394 -0.157  0.16

=====

y | Molecular formula: C5H14
Method: DFT, ωB97M-V/def2-TZVPD

Computed properties:
2S+1: 2
Charge: -1
Orbital gap (spin up / spin down) in eV: 2.7 / 12.1

Each line ends with the Mulliken spin population.
Positions of all 19 atoms, in Å:
C 2.150 1.842 -0.883  0.62
C 1.072 2.227 0.158  1.56
H 2.532 0.873 -0.570  -0.04
H 1.699 1.681 -1.865  -0.46
H 2.933 2.592 -0.961  0.00
H 0.058 2.139 -0.225  0.31
H 1.191 3.273 0.455  -1.15
H 1.135 1.683 1.101  -0.19
C -1.412 -1.914 0.213  0.03
C 0.140 -1.809 0.135  0.01
C -2.116 -0.575 0.403  1.53
H -1.638 -2.541 1.079  -0.12
H -1.762 -2.454 -0.667  -0.02
H 0.461 -0.826 0.475  0.33
H 0.523 -2.572 0.816  -0.09
H -2.121 -0.319 1.466  -0.47
H -3.180 -0.646 0.151  -0.51
H 0.458 -1.965 -0.895  -0.29
H -1.710 0.192 -0.257  -0.06

=====

z | Molecular formula: C5H14
Method: DFT, ωB97M-V/def2-TZVPD

Computed properties:
2S+1: 2
Charge: -1
Orbital gap (spin up / spin down) in eV: 2.7 / 11.9

Each line ends with the Mulliken spin population.
Positions of all 19 atoms, in Å:
C -0.541 -1.810 -0.967  1.40
C -1.125 -3.074 -1.599  -0.35
H -0.572 -0.912 -1.647  0.15
H -1.181 -1.496 -0.019  0.16
H 0.368 -1.828 -0.655  0.44
H -1.990 -2.816 -2.230  0.00
H -0.490 -3.655 -2.248  -0.31
H -1.594 -3.614 -0.852  -0.14
C 0.821 1.104 0.965  -1.50
C 1.252 2.038 -0.152  0.72
C -0.015 1.936 2.009  0.80
H 0.142 0.346 0.595  1.14
H 1.539 0.462 1.346  -0.53
H 2.042 2.712 0.220  0.04
H -0.865 2.346 1.514  -0.22
H -0.394 1.310 2.833  -0.21
H 0.524 2.732 2.503  -0.07
H 1.666 1.549 -1.070  -0.26
H 0.415 2.669 -0.545  -0.27

=====

w comes first in stability; the runner-up is 3.2 kcal/mol higher.

=====

w | Molecular formula: H2N2O3
Method: DFT, ωB97M-V/def2-TZVPD

Computed properties:
Charge: 0
Orbital gap (spin up / spin down) in eV: 8.8 / 9.8

Each line ends with the Löwdin charge.
Positions of all 7 atoms, in Å:
N 2.616 0.030 0.368  0.12
N 1.852 -0.818 0.127  -0.20
O -1.931 -0.845 0.470  -0.06
O 0.734 -1.083 -0.242  0.02
O -0.896 -0.058 -0.028  -0.13
H 2.100 0.943 0.616  0.13
H -2.442 -1.046 -0.372  0.12

=====

x | Molecular formula: H2N2O3
Method: DFT, ωB97M-V/def2-TZVPD

Computed properties:
Structure (SMILES): O=NN=O.O
Charge: 0
Orbital gap in eV: 9.5

Each line ends with the Löwdin charge.
Positions of all 7 atoms, in Å:
N 1.376 -1.811 -2.586  -0.06
N 1.766 -2.523 -1.781  -0.06
O 1.424 -1.387 -3.697  0.05
O 1.732 -2.993 -0.689  0.06
O -0.183 0.009 -0.038  -0.06
H -1.083 0.337 0.056  0.03
H 0.342 0.451 0.635  0.03

=====

x comes first in stability; the runner-up is 64.0 kcal/mol higher.

=====

w | Molecular formula: C3H12O4
Method: DFT, ωB97M-V/def2-TZVPD

Computed properties:
2S+1: 2
Charge: -1
Orbital gap (spin up / spin down) in eV: 2.6 / 10.3

Each line ends with the Mulliken spin population.
Positions of all 19 atoms, in Å:
C -1.484 -2.856 1.289  0.19
O -0.679 -1.978 0.508  -0.09
C -1.505 -2.384 2.716  0.71
C -1.283 -3.182 3.754  -0.14
H -0.995 -3.822 1.146  0.01
H -2.482 -2.977 0.845  0.00
H -1.005 -1.069 0.569  0.01
H -1.689 -1.322 2.781  -0.28
H -1.214 -2.693 4.721  -0.03
H -1.232 -4.252 3.624  0.00
H 0.707 1.781 -5.953  -0.01
H 1.431 1.008 -4.881  -0.02
O 0.912 0.877 -5.684  0.05
H 2.182 5.122 -1.932  -0.03
H 2.431 3.896 -1.176  -0.10
O 2.579 4.251 -2.068  0.25
H 0.476 3.433 1.880  -0.48
H 0.325 2.072 1.245  -0.14
O 0.529 2.997 1.012  1.09

=====

x | Molecular formula: C3H12O4
Method: DFT, ωB97M-V/def2-TZVPD

Computed properties:
2S+1: 2
Charge: -1
Orbital gap (spin up / spin down) in eV: 3.2 / 9.9

Each line ends with the Mulliken spin population.
Positions of all 19 atoms, in Å:
C 1.280 0.074 1.173  0.57
O 0.960 0.189 -0.201  0.06
C 0.234 -0.666 1.971  -0.13
C -0.836 -1.295 1.512  0.34
H 1.460 1.072 1.577  -0.05
H 2.233 -0.462 1.186  -0.05
H 0.562 1.076 -0.360  0.18
H 0.323 -0.487 3.041  -0.04
H -1.765 -1.512 2.028  -0.02
H -0.940 -1.563 0.473  -0.04
H 1.209 -2.122 -2.278  -0.04
H 1.203 -0.715 -1.776  -0.01
O 1.228 -1.219 -2.614  0.09
H -1.385 0.160 -1.314  0.03
H -2.561 -0.740 -1.717  -0.03
O -2.065 -0.436 -0.957  -0.03
H -1.069 2.457 -0.512  0.14
H 0.061 3.489 -0.885  -0.10
O -0.133 2.698 -0.345  0.11

=====

x comes first in stability; the runner-up is 9.3 kcal/mol higher.

=====

w | Molecular formula: C6H14N5
Method: DFT, ωB97M-V/def2-TZVPD

Computed properties:
Charge: +1
Orbital gap in eV: 8.8

Each line ends with the Löwdin charge.
Positions of all 25 atoms, in Å:
C 1.998 0.071 -1.598  -0.05
C 0.585 1.909 -0.981  -0.41
N 1.110 1.156 -1.928  0.07
N -0.127 3.042 -1.267  0.19
N 0.935 1.751 0.295  0.23
H 0.682 1.122 -2.835  0.16
H -0.070 3.255 -2.250  0.12
H -0.952 3.256 -0.746  0.12
H 1.676 1.180 0.625  0.11
H 0.692 2.470 0.945  0.13
H 2.763 0.377 -0.879  0.10
H 2.618 -0.285 -2.416  0.10
H 1.477 -0.775 -1.137  0.06
C -1.058 -0.079 2.386  -0.06
C -0.179 -2.466 -0.047  -0.19
C -1.067 -1.290 1.545  -0.35
C -2.030 -2.149 1.131  -0.05
N 0.022 -1.410 0.706  0.06
N -1.479 -2.872 0.074  0.06
H 0.536 -2.985 -0.656  0.12
H -1.965 -3.669 -0.311  0.15
H -2.881 -2.600 1.605  0.12
H -0.030 0.182 2.614  0.06
H -1.739 0.019 3.242  0.08
H -1.519 0.787 1.884  0.07

=====

x | Molecular formula: C6H14N5
Method: DFT, ωB97M-V/def2-TZVPD

Computed properties:
Charge: +1
Orbital gap (spin up / spin down) in eV: 7.5 / 7.5

Each line ends with the Löwdin charge.
Positions of all 25 atoms, in Å:
C 1.112 1.877 0.005  -0.10
C -1.191 1.639 0.491  -0.30
C 0.144 -0.205 0.035  -0.32
C -0.147 -1.454 -1.962  -0.04
C 1.713 -1.993 -0.342  -0.06
C 0.298 -1.566 -0.553  -0.41
N 1.209 0.630 -0.003  0.13
N -0.119 2.462 0.285  0.18
N -1.127 0.400 -0.082  0.18
N -2.362 2.096 0.946  0.20
N 0.117 -0.378 2.224  0.05
H 2.034 2.394 -0.311  0.16
H -1.131 -1.580 -2.257  0.07
H 0.617 -1.948 -2.553  0.10
H 0.109 -0.421 -2.263  0.10
H 2.389 -1.235 -0.825  0.10
H 2.034 -3.006 -0.763  0.12
H 1.873 -1.940 0.743  0.07
H -0.318 -2.155 0.001  0.11
H -0.101 3.493 0.408  0.19
H -1.998 -0.177 -0.091  0.20
H -2.538 2.949 1.461  0.13
H -3.246 1.939 0.375  0.18
H -0.448 -1.095 2.443  -0.08
H 1.076 -0.725 2.588  0.04

=====

w comes first in stability; the runner-up is 86.8 kcal/mol higher.

=====

w | Molecular formula: C5H7FS2
Method: DFT, ωB97M-V/def2-TZVPD

Computed properties:
Charge: 0
Orbital gap in eV: 8.0

Each line ends with the Löwdin charge.
Positions of all 15 atoms, in Å:
C -0.268 0.247 -2.419  -0.16
C -0.255 -0.420 -1.007  -0.81
C 0.337 0.374 0.021  -0.61
C 0.697 -0.500 2.143  -0.44
C -0.365 0.383 1.360  -0.40
H -1.032 -0.357 -3.110  0.09
H -0.529 1.453 -2.189  0.13
H 0.829 0.137 -2.695  0.09
H 0.457 1.461 -0.357  0.13
H 0.260 -1.649 2.171  0.14
H 0.906 -0.167 3.169  0.08
H -0.309 1.400 1.669  0.13
F -1.665 -0.112 1.452  -0.02
S -0.889 -1.974 -1.038  0.71
S 1.825 -0.276 0.832  0.92

=====

x | Molecular formula: C5H7FS2
Method: DFT, ωB97M-V/def2-TZVPD

Computed properties:
Charge: 0
Orbital gap (spin up / spin down) in eV: 7.9 / 6.5

Each line ends with the Löwdin charge.
Positions of all 15 atoms, in Å:
C 2.456 -0.378 -0.143  -0.66
C 0.234 0.113 0.287  -0.12
C 1.392 0.543 -0.379  -0.74
C -2.098 -0.518 0.618  -0.05
C -0.939 -0.522 -0.399  -0.38
F -0.589 -1.864 -0.689  -0.05
S 3.112 -1.658 0.425  0.79
S 2.110 2.341 0.001  0.68
H 0.186 0.154 1.330  0.10
H 1.288 0.465 -1.566  0.18
H -2.973 -0.995 0.087  0.10
H -2.330 0.413 0.944  0.03
H -1.694 -1.141 1.507  0.12
H -1.288 0.056 -1.372  0.18
H 1.133 2.991 -0.652  -0.17

=====

y | Molecular formula: C5H7FS2
Method: DFT, ωB97M-V/def2-TZVPD

Computed properties:
Structure (SMILES): C[C@H](F)[C@H]1C(=S)[C@@H]1S
Charge: 0
Orbital gap in eV: 7.9

Each line ends with the Löwdin charge.
Positions of all 15 atoms, in Å:
C -2.389 0.424 -0.175  -0.80
C -1.098 0.438 0.625  -0.21
C -1.463 -0.634 -0.342  -0.60
C 1.399 0.604 0.450  -0.04
C 0.106 1.290 0.075  -0.39
F -0.080 2.541 0.501  0.03
S -3.731 1.259 -0.254  0.77
S -1.988 -2.322 0.251  0.78
H -1.155 0.133 1.641  0.13
H -0.997 -0.731 -1.243  0.07
H 1.516 0.213 1.514  0.11
H 2.127 1.329 0.500  0.05
H 1.529 -0.252 -0.254  0.10
H 0.128 1.318 -1.054  0.16
H -2.355 -1.763 1.338  -0.18

=====

w comes first in stability; the runner-up is 4.9 kcal/mol higher.

=====

w | Molecular formula: CH12BaO9
Method: DFT, ωB97M-V/def2-TZVPD

Computed properties:
Charge: 0
Orbital gap in eV: 4.1

Each line ends with the Löwdin charge.
Positions of all 23 atoms, in Å:
Ba -0.027 -0.173 0.012  2.09
C -3.009 0.801 0.745  -0.98
O -4.202 1.159 0.920  -0.10
O -2.492 0.733 -0.484  -0.38
O -2.208 0.476 1.753  -0.30
O 2.778 -0.024 -0.016  -0.16
H 3.074 0.137 0.889  0.06
H 3.240 0.641 -0.538  0.05
O 0.521 0.765 -2.481  -0.16
H 1.081 1.538 -2.609  0.05
H 0.447 0.367 -3.355  0.07
O 0.310 0.077 2.776  -0.19
H -0.333 0.677 3.181  0.05
H 0.906 -0.213 3.474  0.04
O 0.510 2.444 0.451  -0.18
H -0.249 2.986 0.711  0.08
H 1.004 2.987 -0.172  0.05
O -1.676 -2.619 -0.128  -0.13
H -1.490 -3.544 0.058  0.04
H -2.567 -2.453 0.210  0.07
O 1.168 -2.048 -1.642  -0.17
H 1.529 -2.886 -1.333  0.06
H 1.686 -1.830 -2.422  0.05

=====

x | Molecular formula: CH12BaO9
Method: DFT, ωB97M-V/def2-TZVPD

Computed properties:
Charge: 0
Orbital gap in eV: 5.4

Each line ends with the Löwdin charge.
Positions of all 23 atoms, in Å:
Ba -2.499 -14.208 8.199  2.60
C -1.516 -15.584 6.329  -1.10
O -1.949 -16.179 7.266  -0.06
O -1.418 -14.374 6.426  -0.30
O -1.265 -16.134 5.289  0.04
O -2.268 -13.737 10.079  -0.32
H -2.863 -13.145 10.540  0.08
H -1.521 -13.834 10.670  0.09
O -2.759 -16.009 8.975  -0.39
H -3.021 -16.703 9.581  0.09
H -2.347 -16.471 8.245  -0.18
O -1.935 -12.371 7.390  -0.31
H -1.485 -11.527 7.431  0.08
H -1.568 -12.802 6.619  0.02
O -0.499 -14.050 8.417  -0.29
H 0.066 -13.536 8.994  0.09
H 0.097 -14.426 7.770  0.10
O -4.056 -12.740 8.622  -0.24
H -3.925 -11.868 8.247  0.08
H -4.993 -12.907 8.520  0.07
O -4.396 -14.939 8.025  -0.30
H -4.750 -15.649 8.561  0.09
H -5.168 -14.492 7.679  0.08

=====

w comes first in stability; the runner-up is 469.1 kcal/mol higher.